Formula: C45H57GaINO4P
Source: the Open Molecules 2025 dataset
Level of theory: ωB97M-V with the def2-TZVPD basis set

LUMO energy   0.0843 Ha
HOMO-LUMO gap   7.71 eV
Net charge   -1
Max |F|   0.06713 Eh/bohr
E_HOMO   -5.4 eV
DFT total energy   -4668.5759 a.u.

Atoms and positions in Å:
C 6.26 -1.29 -0.84
C 4.73 -0.96 -0.74
C 4.17 -1.75 0.48
C 4.11 -1.37 -2.12
C 2.62 -1.75 -2.07
C 2.26 -2.33 -3.50
C 1.67 -0.54 -1.85
O 0.34 -1.01 -1.73
Ga -0.02 -1.71 -0.03
C -1.88 -1.06 0.63
C -1.90 0.41 0.91
O -2.47 1.17 0.25
I -0.75 1.06 2.67
P -0.19 -4.08 0.01
N -0.41 -4.54 1.51
O -1.46 -4.58 -0.95
O 1.14 -4.86 -0.62
H 6.32 -2.35 -1.17
H 6.78 -1.21 0.13
H 6.72 -0.71 -1.65
H 4.69 0.12 -0.55
H 3.60 -1.05 1.12
H 3.62 -2.66 0.23
H 5.03 -2.07 1.10
H 4.74 -2.15 -2.57
H 4.20 -0.49 -2.79
H 2.37 -2.56 -1.37
H 3.04 -1.97 -4.19
H 1.26 -2.02 -3.84
H 2.39 -3.42 -3.45
H 1.69 0.03 -2.80
H 1.96 0.09 -0.99
H 1.07 -1.24 1.04
H -2.09 -1.66 1.53
H -2.63 -1.35 -0.12
H -0.40 -3.69 2.06
H -1.09 -4.94 -1.77
H 1.91 -4.60 -0.09
C -4.46 4.38 4.29
C -4.75 5.69 3.91
C -4.55 6.09 2.60
C -4.07 5.19 1.66
C -3.79 3.88 2.03
C -3.98 3.48 3.35
H -4.62 4.07 5.31
H -5.13 6.39 4.64
H -4.77 7.11 2.31
H -3.91 5.50 0.63
H -3.41 3.18 1.30
H -3.75 2.46 3.64
C 4.43 -1.07 5.72
C 5.11 -2.26 5.98
C 4.73 -3.43 5.35
C 3.68 -3.42 4.44
C 3.00 -2.23 4.17
C 3.38 -1.06 4.82
H 4.73 -0.16 6.22
H 5.93 -2.26 6.68
H 5.25 -4.36 5.55
H 3.38 -4.33 3.94
H 2.18 -2.22 3.46
H 2.85 -0.14 4.61
C -6.54 5.40 -3.57
C -6.43 4.23 -2.83
C -5.23 3.92 -2.20
C -4.15 4.80 -2.29
C -4.27 5.97 -3.02
C -5.47 6.27 -3.66
H -7.48 5.64 -4.07
H -7.27 3.55 -2.76
H -5.13 3.01 -1.63
H -3.22 4.56 -1.79
H -3.43 6.65 -3.09
H -5.56 7.19 -4.24
C -5.59 1.39 -5.79
C -5.90 0.71 -6.96
C -6.23 1.41 -8.11
C -6.24 2.80 -8.09
C -5.93 3.49 -6.92
C -5.61 2.78 -5.77
H -5.34 0.84 -4.89
H -5.89 -0.37 -6.97
H -6.47 0.88 -9.02
H -6.49 3.35 -8.99
H -5.93 4.57 -6.91
H -5.37 3.31 -4.86
C -4.82 -1.66 4.65
C -6.00 -1.91 5.33
C -6.55 -0.94 6.16
C -5.91 0.29 6.29
C -4.73 0.54 5.61
C -4.18 -0.43 4.79
H -4.39 -2.42 4.00
H -6.50 -2.87 5.21
H -7.47 -1.14 6.69
H -6.34 1.05 6.94
H -4.24 1.50 5.72
H -3.26 -0.24 4.26
C 11.30 -4.27 -2.09
C 10.12 -4.53 -1.42
C 9.53 -3.56 -0.63
C 10.12 -2.30 -0.52
C 11.30 -2.03 -1.20
C 11.89 -3.02 -1.98
H 11.76 -5.03 -2.71
H 9.65 -5.51 -1.51
H 8.61 -3.77 -0.10
H 9.66 -1.54 0.09
H 11.76 -1.06 -1.12
H 12.82 -2.81 -2.51

Löwdin atomic charge list, values in e, 6 entries: atom 1 (C): -0.1130, atom 2 (C): -0.3803, atom 3 (C): -0.0741, atom 4 (C): -0.1697, atom 5 (C): -0.3575, atom 6 (C): -0.0627

Formula: C45H58N11O
Source: the Open Molecules 2025 dataset
Level of theory: ωB97M-V with the def2-TZVPD basis set

LUMO energy   0.0844 Ha
HOMO-LUMO gap   7.48 eV
Net charge   -1
Max |F|   0.13765 Eh/bohr
Energy relative to the best compared isomer or geometry (same formula, charge and spin)   22.3 kcal/mol
E_HOMO   -5.2 eV
DFT total energy   -2426.8351 a.u.

Atoms and positions in Å:
C 0.03 0.22 0.30
O -0.16 -0.40 -0.96
H 0.95 0.67 0.22
H 0.11 -0.54 1.09
H -0.71 0.98 0.58
N -1.47 1.62 -2.28
C -1.03 1.95 -3.54
C -1.98 3.09 -3.96
C -2.58 3.47 -2.73
C -2.29 2.61 -1.76
H -1.02 0.77 -1.74
H -0.30 1.44 -4.15
H -2.12 3.54 -4.94
H -3.31 4.24 -2.80
H -2.65 2.55 -0.72
N -0.97 -2.74 0.04
C -1.95 -3.18 0.92
C -1.73 -4.50 1.22
C -0.46 -4.86 0.69
C -0.12 -3.76 -0.30
H -0.82 -1.81 -0.41
H -2.78 -2.60 1.26
H -2.46 -5.14 1.69
H 0.09 -5.82 0.88
H 0.58 -3.65 -1.12
N 2.80 2.46 -4.26
C 4.01 1.71 -4.36
C 4.16 1.04 -3.17
C 3.07 1.33 -2.32
C 2.21 2.31 -3.06
H 2.34 3.13 -5.00
H 4.57 1.59 -5.24
H 5.01 0.40 -3.01
H 2.72 0.90 -1.34
H 1.28 2.80 -2.83
N 2.26 -1.68 -0.43
C 3.09 -1.85 -1.49
C 4.24 -2.63 -0.89
C 3.97 -2.79 0.55
C 2.71 -2.34 0.71
H 1.36 -1.20 -0.45
H 2.80 -1.37 -2.46
H 5.17 -3.01 -1.37
H 4.66 -3.29 1.21
H 2.12 -2.40 1.62
N 0.14 2.30 3.38
C 0.80 2.12 4.52
C -0.21 1.44 5.44
C -1.37 1.16 4.68
C -1.10 1.67 3.42
H 0.51 2.71 2.52
H 1.77 2.54 4.65
H -0.05 1.24 6.49
H -2.31 0.67 4.96
H -1.80 1.71 2.60
N -4.64 -0.86 -1.67
C -3.59 -1.44 -2.32
C -4.14 -2.41 -3.12
C -5.56 -2.50 -2.89
C -5.88 -1.44 -1.90
H -4.56 -0.07 -1.05
H -2.61 -1.00 -2.35
H -3.56 -3.01 -3.87
H -6.19 -3.29 -3.38
H -6.76 -1.04 -1.41
N 0.26 -1.23 -3.55
C 1.08 -0.83 -4.59
C 0.72 -1.56 -5.69
C -0.26 -2.53 -5.34
C -0.57 -2.29 -3.89
H 0.19 -0.62 -2.71
H 1.73 -0.03 -4.47
H 1.16 -1.42 -6.65
H -0.81 -3.36 -5.84
H -1.33 -2.68 -3.23
N 3.57 0.44 1.26
C 4.70 1.17 0.82
C 5.01 2.08 1.90
C 3.95 1.99 2.82
C 3.13 0.93 2.49
H 3.14 -0.33 0.71
H 5.14 0.95 -0.11
H 5.85 2.76 2.04
H 3.82 2.58 3.67
H 2.23 0.52 2.93
N -0.08 -2.63 3.10
C 0.31 -1.35 3.59
C 1.38 -1.71 4.61
C 1.60 -3.06 4.57
C 0.84 -3.61 3.62
H -0.73 -2.79 2.34
H 0.00 -0.44 3.21
H 1.81 -0.98 5.24
H 2.33 -3.67 5.09
H 0.81 -4.63 3.27
N -4.67 1.11 1.28
C -5.25 0.94 2.56
C -4.56 0.01 3.29
C -3.40 -0.36 2.53
C -3.49 0.37 1.24
H -5.07 1.72 0.58
H -6.13 1.50 2.82
H -4.88 -0.40 4.25
H -2.68 -1.09 2.79
H -2.71 0.40 0.44
N 0.40 3.21 0.11
C -0.36 4.24 0.66
C 0.42 5.01 1.47
C 1.73 4.53 1.42
C 1.70 3.26 0.58
H -0.01 2.39 -0.37
H -1.40 4.30 0.56
H 0.01 5.86 1.90
H 2.59 4.96 1.88
H 2.45 2.63 0.22

Löwdin atomic charge list, values in e, 6 entries: atom 1 (C): -0.2283, atom 2 (O): -0.4306, atom 3 (H): 0.0229, atom 4 (H): 0.0710, atom 5 (H): 0.0517, atom 6 (N): -0.0007